BF4H20O10 | ωB97M-V with the def2-TZVPD basis set

Summary:
energy relative to the best compared isomer or geometry (same formula, charge and spin): 188.3 kJ/mol
orbital gap: 9.384 eV
charge: -1
E_tot: -1189.0189 hartree
HOMO: -6.581 eV

Last column: natural (NBO) charge in e.
Geometry (Å):
B -0.318314 -1.199743 0.502457  1.3522
F 0.705686 -2.101743 0.326457  -0.5456
F -1.360314 -1.543743 1.326457  -0.5691
F 0.178686 0.020257 1.042457  -0.5959
F -0.850314 -0.869743 -0.723543  -0.5718
O 1.164686 -0.052743 -2.200543  -0.9339
H 1.192686 -0.384743 -3.093543  0.4353
H 0.189686 -0.096743 -2.038543  0.4859
O 2.667686 1.048257 -0.148543  -0.9496
H 2.811686 1.530257 0.651457  0.4418
H 2.812686 0.155257 0.163457  0.4863
O -2.258314 1.140257 2.404457  -0.9557
H -2.206314 0.219257 2.347457  0.4888
H -2.446314 1.451257 1.526457  0.4774
O 3.043686 -1.445743 1.067457  -1.0191
H 2.650686 -1.051743 1.888457  0.4853
H 2.308686 -1.974743 0.673457  0.4934
O -1.823314 0.613257 -3.126543  -0.9446
H -1.575314 1.507257 -3.267543  0.4699
H -1.717314 0.148257 -3.948543  0.4780
O 0.433686 1.997257 -0.992543  -0.9477
H -0.356314 2.477257 -1.202543  0.4351
H 0.381686 1.578257 -0.117543  0.5039
O 0.261686 2.548257 2.110457  -0.9585
H 0.320686 2.936257 2.936457  0.4547
H -0.391314 1.863257 2.197457  0.4926
O -0.705314 -2.539743 -2.791543  -0.9769
H 0.201686 -2.811743 -2.845543  0.4629
H -0.751314 -1.850743 -2.119543  0.4939
O 1.971686 -0.286743 3.189457  -0.9586
H 1.329686 0.195257 2.681457  0.5150
H 1.566686 -0.908743 3.791457  0.4789
O -3.553314 -0.858743 -0.894543  -0.9473
H -2.994314 -1.152743 -0.145543  0.4708
H -2.886314 -0.298743 -1.170543  0.4721

Forces on the atoms, in the same order (eV/Å):
B 0.75 1.61 0.14
F -0.71 -0.94 0.22
F -0.79 -1.15 0.87
F 0.39 0.00 0.40
F -0.87 0.16 -1.00
O -1.00 -0.72 -0.48
H 0.38 -0.28 -0.60
H 1.34 0.58 0.16
O 0.37 0.30 -0.40
H 0.08 0.87 0.73
H 0.14 -1.03 -0.13
O -0.08 2.25 0.94
H 0.24 -2.41 -0.36
H -0.16 0.07 -0.63
O -0.24 -0.54 0.14
H 0.43 -0.53 -0.72
H 0.93 0.82 0.49
O -0.65 -0.90 0.83
H 0.52 1.11 -0.29
H 0.12 -0.30 -0.49
O 0.21 0.46 -0.10
H -0.75 0.26 0.49
H -0.05 0.29 -0.39
O 0.63 -0.48 -2.41
H 0.17 1.25 2.54
H -0.77 -0.67 0.07
O -0.82 -0.19 -0.71
H 0.65 -0.02 0.20
H 0.11 -0.17 0.20
O 1.25 0.06 0.88
H -1.03 0.24 -0.41
H -0.51 0.04 -0.10
O -1.11 -1.67 2.16
H -1.01 -0.75 0.02
H 1.88 2.37 -2.26

---

C6H12O | ωB97M-V with the def2-TZVPD basis set

Summary:
energy relative to the best compared isomer or geometry (same formula, charge and spin): 505.0 kJ/mol
orbital gap: 8.652 eV
charge: 0
E_tot: -310.8669 hartree
HOMO: -9.018 eV

Last column: natural (NBO) charge in e.
Geometry (Å):
C 1.792831 0.035759 -1.425617  -0.6127
C 1.699024 1.009006 -0.261794  -0.1036
O 1.087428 2.271514 -0.630296  -0.5399
C 0.064014 1.951329 0.326906  -0.2803
C 0.711628 0.705009 0.822706  0.1515
C -1.708157 -1.378563 1.403216  -0.6296
C -1.435532 -1.377166 -0.104880  -0.6021
H 2.523542 0.406054 -2.149692  0.2265
H 2.089227 -0.961729 -1.086838  0.2277
H 0.821207 -0.033985 -1.922750  0.2190
H 2.690481 1.141675 0.205305  0.2339
H -0.897309 1.680599 -0.145116  0.2387
H -0.145068 2.726123 1.075488  0.2323
H -0.834375 -0.973748 1.924264  0.2371
H -1.901458 -2.390359 1.777786  0.2036
H -2.573117 -0.754876 1.646750  0.1993
H -1.225454 -2.379780 -0.477931  0.2076
H -0.550366 -0.762049 -0.301184  0.1893
H -2.268246 -0.974298 -0.691389  0.2016

Forces on the atoms, in the same order (eV/Å):
C 0.01 -0.04 -0.13
C 0.12 -0.17 0.05
O 0.01 0.09 -0.09
C -0.11 -0.01 0.25
C 0.07 0.09 -0.09
C -0.04 -0.09 0.06
C -0.01 0.03 0.03
H -0.09 -0.05 0.09
H -0.01 0.19 0.01
H 0.14 -0.01 0.05
H -0.11 0.12 -0.07
H 0.11 0.06 0.02
H 0.11 -0.02 -0.12
H -0.26 -0.14 0.02
H -0.04 0.22 -0.05
H 0.12 -0.08 0.07
H 0.06 0.04 -0.04
H -0.18 -0.18 -0.17
H 0.12 -0.06 0.09

---

Which formula does entry 2 have?
C6H12O